(1)
Computed, not measured: the molecule C6H8FN, with ωB97M-V/def2-TZVPD.

Properties
2S+1: 1
Energy in a.u.: -387.87517
HOMO energy in eV: -9.154
SMILES: C#C[C@]1(N)C[C@H](F)C1
Energy relative to the best compared isomer or geometry (same formula, charge and spin) in kJ/mol: 428.1

Geometry as XYZ:
```
16
C6H8FN ωB97M-V/def2-TZVPD
C 1.63485 2.05644 0.00180
C 1.26141 0.88545 0.03271
C 0.66544 -0.48270 0.05256
N 1.63413 -1.55864 -0.20912
C -0.58205 -0.52956 1.16651
C -1.52609 -0.39255 0.06554
F -2.01462 0.98347 -0.15110
C -0.58374 -0.53981 -1.02343
H 2.01845 3.10342 0.31768
H 1.46296 -2.47910 0.37641
H 2.68839 -1.16650 -0.03231
H -0.68057 0.13019 2.03855
H -0.60744 -1.51834 1.57600
H -2.31015 -1.04602 0.15549
H -0.49317 0.50132 -1.61179
H -0.60475 -1.44930 -1.77041
```

Atomic partial charges in e from the natural (NBO) method, atoms 1 to 4: atom 1 (C): -0.25, atom 2 (C): -0.03, atom 3 (C): 0.07, atom 4 (N): -0.85

---

(2)
Computed, not measured: the molecule C4H3BrO, with ωB97M-V/def2-TZVPD.

Properties
2S+1: 1
Energy in a.u.: -2803.40250
HOMO energy in eV: -9.872
SMILES: O=C1CC=C1Br
Energy relative to the best compared isomer or geometry (same formula, charge and spin) in kJ/mol: 41.9

Geometry as XYZ:
```
9
C4H3BrO ωB97M-V/def2-TZVPD
O 0.45253 -2.20291 0.05806
C 0.26976 -1.02698 0.08861
C -1.03293 -0.18459 -0.10131
C -0.11684 0.99916 0.12942
C 0.98752 0.22864 0.12987
Br 2.82196 0.64779 0.00920
H -1.80603 -0.41412 0.49662
H -1.43470 -0.14420 -1.09232
H -0.14128 2.09722 0.28184
```

Atomic partial charges in e from the natural (NBO) method, atoms 1 to 4: atom 1 (O): -0.49, atom 2 (C): 0.55, atom 3 (C): -0.50, atom 4 (C): -0.10

---

(3)
Computed, not measured: an isolated ion of composition C5H6N and charge +1, with ωB97M-V/def2-TZVPD.

Properties
2S+1: 1
Energy in a.u.: -248.42636
HOMO energy in eV: -16.111
Charge: +1
Energy relative to the best compared isomer or geometry (same formula, charge and spin) in kJ/mol: 497.1

Geometry as XYZ:
```
12
C5H6N ωB97M-V/def2-TZVPD
C -1.55479 1.46441 -0.21234
C 1.62568 0.44159 -0.04776
C -1.01665 0.33077 -0.09926
C 1.00912 -0.81066 0.22960
C -0.45842 -0.98846 -0.17523
N 2.43107 1.25370 -0.13179
H -2.20914 2.25792 -0.37572
H -0.64972 1.69261 0.35007
H 1.57838 -1.68926 -0.30969
H 1.19769 -1.05490 1.36503
H -1.10431 -1.54258 0.61388
H -0.84890 -1.35514 -1.20678
```

Atomic partial charges in e from the natural (NBO) method, atoms 1 to 4: atom 1 (C): -0.37, atom 2 (C): 0.16, atom 3 (C): 0.45, atom 4 (C): -0.54

---

(4)
Computed, not measured: C37H36BBaF9N5PS3Si as an isolated structure, with ωB97M-V/def2-TZVPD.

Properties
2S+1: 1
Energy in a.u.: -4480.06306
HOMO energy in eV: -7.473
Energy relative to the best compared isomer or geometry (same formula, charge and spin) in kJ/mol: 25.8

Geometry as XYZ:
```
94
C37H36BBaF9N5PS3Si ωB97M-V/def2-TZVPD
Ba 0.86499 2.10514 0.63131
C -0.85637 3.28901 -2.92173
N -0.45561 4.34828 -1.92890
C 0.15943 5.58308 -2.20956
C 0.00179 6.38334 -1.12157
N -0.59024 5.63772 -0.11327
B -0.85524 6.17759 1.34423
N 0.12761 5.54622 2.40500
C -0.26894 5.48586 3.74684
C 0.62102 4.74014 4.40112
N 1.60145 4.25499 3.48772
C 2.87504 3.69170 3.94100
C 1.32532 4.84562 2.25965
S 2.36476 4.76341 0.94740
C -1.01957 4.47261 -0.63465
S -2.05825 3.37192 0.11244
H 0.02838 3.13801 -3.54157
H -1.68041 3.64342 -3.59638
H -1.08553 2.38142 -2.33711
H 0.73653 5.70076 -3.12206
H 0.20253 7.43859 -1.04574
H -2.01435 5.78851 1.73716
H -0.83607 7.36483 1.24809
H -1.13284 5.97861 4.15506
H 0.65857 4.49643 5.47991
H 3.24974 4.30630 4.78360
H 3.61757 3.76385 3.12589
H 2.74146 2.67231 4.27869
C 6.30629 -3.03241 -1.21793
Si 5.12391 -2.45236 0.20375
C 5.69853 -2.81937 1.97717
C 3.49485 -3.32846 -0.06098
C 4.83752 -0.58500 -0.14355
C 5.88166 0.09535 -0.66242
C 5.71172 1.45141 -0.95047
C 4.44434 2.04967 -0.76705
N 3.39448 1.39376 -0.26604
C 3.60797 0.13987 0.23091
S 2.56269 -0.47307 1.44444
H 6.88882 -3.98853 -0.97015
H 6.98668 -2.31333 -1.72973
H 5.59530 -3.31731 -1.99150
H 5.72950 -3.89808 2.11818
H 5.01081 -2.27705 2.65406
H 6.75407 -2.48480 2.12015
H 3.54977 -4.38934 -0.39720
H 2.95399 -2.75078 -0.82517
H 2.95350 -3.20617 0.87158
H 6.90446 -0.32711 -0.72747
H 6.50940 2.11844 -1.33022
H 4.23561 3.09060 -1.03101
F -7.89832 1.15166 -2.00080
C -7.17376 0.21078 -2.71704
F -7.96080 -0.93106 -2.74747
F -7.09997 0.63544 -4.05412
C -5.81222 -0.02244 -2.10857
C -5.04275 -1.11446 -2.61311
C -3.78450 -1.38290 -2.10304
C -3.36828 -0.67634 -0.93720
C -4.10223 0.41228 -0.44255
C -5.30829 0.69869 -0.97853
P -1.91706 -1.15565 0.04782
C -0.96503 -2.24233 -1.10357
C -0.42214 -1.57011 -2.19299
C 0.48777 -2.22536 -3.06272
C 0.70857 -3.63745 -2.97188
C 0.04963 -4.28626 -1.90660
C -0.72746 -3.59987 -0.97020
C 1.61491 -4.33528 -3.93149
F 1.19420 -5.61040 -4.21223
F 2.90457 -4.45624 -3.39397
F 1.66954 -3.65194 -5.15591
C -2.63858 -2.33914 1.24286
C -3.82001 -3.00331 0.91387
C -4.41166 -3.77250 1.86034
C -3.91071 -3.76599 3.16836
C -2.70887 -3.05985 3.48760
C -2.03094 -2.45555 2.48210
C -4.58981 -4.52180 4.25607
F -4.08236 -5.78029 4.50104
F -4.44587 -3.80625 5.43924
F -5.97654 -4.60995 4.03559
H -5.42615 -1.68983 -3.44561
H -3.10621 -2.11831 -2.57596
H -3.75018 1.03785 0.38404
H -5.94645 1.49118 -0.57162
H -0.55064 -0.50117 -2.38406
H 0.86359 -1.67722 -3.92402
H 0.12439 -5.38203 -1.82133
H -1.25782 -4.08536 -0.15495
H -4.18451 -2.81741 -0.11927
H -5.26057 -4.40426 1.66467
H -2.38957 -2.94223 4.54117
H -1.00557 -2.07289 2.51414
```

Atomic partial charges in e from the Löwdin method, atoms 1 to 4: atom 1 (Ba): 1.38, atom 2 (C): -0.02, atom 3 (N): -0.13, atom 4 (C): -0.06

---

(5)
Computed, not measured: the molecule C3H6N2, with ωB97M-V/def2-TZVPD.

Properties
2S+1: 1
Energy in a.u.: -227.40882
HOMO energy in eV: -10.405
SMILES: C[C@@H](N)C#N
Energy relative to the best compared isomer or geometry (same formula, charge and spin) in kJ/mol: 42.0

Geometry as XYZ:
```
11
C3H6N2 ωB97M-V/def2-TZVPD
C -0.43696 -0.38568 1.14059
C -0.10607 -0.24891 -0.34918
N -0.57522 1.04547 -0.81759
C 1.34635 -0.46758 -0.58599
N 2.48176 -0.59994 -0.76712
H 0.10314 -1.21324 1.60708
H -0.17370 0.53012 1.68163
H -1.51410 -0.53187 1.24416
H -0.63512 -1.02373 -0.91746
H -0.49964 1.12606 -1.82673
H 0.00955 1.76930 -0.40940
```

Atomic partial charges in e from the natural (NBO) method, atoms 1 to 4: atom 1 (C): -0.60, atom 2 (C): -0.15, atom 3 (N): -0.80, atom 4 (C): 0.25

---

(6)
Computed, not measured: C54H66N5O6P2S2Sn as an isolated structure, with ωB97M-V/def2-TZVPD.

Properties
2S+1: 1
Energy in a.u.: -4516.24614
HOMO energy in eV: -4.140
Charge: -1

Geometry as XYZ:
```
136
C54H66N5O6P2S2Sn ωB97M-V/def2-TZVPD
Sn 0.00751 0.61516 0.44203
S -1.90852 1.79792 1.80754
C -1.21740 2.14958 3.37005
C -2.06078 2.72093 4.33120
C -1.62742 3.04392 5.60883
C -2.53616 3.61154 6.55977
N -3.26623 4.06750 7.32411
C -0.28290 2.81256 5.95181
C 0.56371 2.25496 5.00521
C 0.13013 1.89841 3.72472
S 1.29722 1.15232 2.66890
C 0.21889 3.15432 7.24866
N 0.63434 3.43597 8.28452
H -3.09037 2.91326 4.05930
H 1.60248 2.09369 5.26360
C 0.14667 -4.50455 -0.55334
C -0.61153 -4.34504 0.73886
C -0.31628 -5.16069 1.82537
C -0.90395 -4.95021 3.06177
C -1.80859 -3.90833 3.21836
C -2.13605 -3.07979 2.15599
C -3.12451 -1.95608 2.29760
C -1.53519 -3.30851 0.90671
N -1.79380 -2.38068 -0.10619
C -2.52636 -2.58205 -1.11351
C -3.26374 -3.87751 -1.37501
C -2.72667 -1.44426 -2.08285
C -3.57851 -1.70912 -3.30678
N -2.20999 -0.32138 -1.80601
C -2.45228 0.80729 -2.61650
C -1.54472 1.16332 -3.61627
C -0.28633 0.36083 -3.79923
C -1.83626 2.25683 -4.42179
C -2.99752 2.99024 -4.23795
C -3.86108 2.65858 -3.20535
C -3.60387 1.57102 -2.37968
C -4.51568 1.21916 -1.23352
H 0.47147 -5.53655 -0.69206
H 1.03129 -3.86167 -0.51541
H -0.44171 -4.19748 -1.41682
H 0.40025 -5.96506 1.69610
H -0.65584 -5.59170 3.89920
H -2.25801 -3.72275 4.18820
H -3.39098 -1.79552 3.34190
H -4.04009 -2.16912 1.73724
H -2.70798 -1.03107 1.89155
H -3.15518 -4.53702 -0.51601
H -2.86672 -4.38585 -2.25708
H -4.32524 -3.69408 -1.54857
H -4.62342 -1.84931 -3.01783
H -3.25336 -2.61025 -3.82912
H -3.52908 -0.86525 -3.98975
H 0.24525 0.29002 -2.84756
H 0.36563 0.83431 -4.53423
H -0.50461 -0.65816 -4.13412
H -1.13733 2.54259 -5.19996
H -3.21648 3.82939 -4.88746
H -4.75399 3.25021 -3.03215
H -5.34208 1.92626 -1.16559
H -3.95938 1.23930 -0.29361
H -4.93154 0.21335 -1.33967
C 2.35491 -2.78567 -3.49965
C 3.74914 -2.48768 -2.97430
C 4.76388 -3.53338 -3.38632
O 3.74217 -2.46668 -1.51710
P 3.37855 -1.09768 -0.79716
O 2.12825 -0.44331 -1.21178
C 3.57453 -1.51633 0.94907
P 2.45174 -2.83281 1.50945
O 1.05055 -2.72195 1.12696
O 3.04322 -4.21069 0.95142
C 4.28603 -4.79117 1.38659
C 3.98300 -6.14606 2.00175
C 5.21665 -4.91609 0.19282
O 2.83033 -2.83572 3.05071
C 2.06231 -3.59397 4.02474
C 2.98582 -3.78949 5.21028
C 0.78811 -2.85572 4.38671
O 4.65670 -0.20376 -1.15420
C 4.57498 1.22697 -0.91469
C 5.96864 1.69029 -0.54294
C 4.03782 1.92529 -2.14947
H 2.33810 -2.67693 -4.58584
H 1.63676 -2.09377 -3.05956
H 2.06479 -3.80475 -3.23250
H 4.07636 -1.50676 -3.32698
H 4.46653 -4.50931 -2.99816
H 5.75206 -3.28390 -2.99671
H 4.82044 -3.58303 -4.47474
H 3.31346 -0.61327 1.51368
H 4.60257 -1.80915 1.16286
H 4.73862 -4.14764 2.14720
H 3.45613 -6.76746 1.27526
H 3.35023 -6.04043 2.88370
H 4.91165 -6.64142 2.29009
H 4.77495 -5.59376 -0.54161
H 6.18238 -5.31530 0.50816
H 5.36138 -3.94843 -0.28413
H 1.80553 -4.56166 3.58212
H 3.31183 -2.81355 5.57406
H 3.86864 -4.36633 4.92603
H 2.46318 -4.30853 6.01442
H 1.02863 -1.86654 4.77867
H 0.23312 -3.42139 5.13804
H 0.16347 -2.72931 3.50158
H 3.88632 1.39767 -0.08203
H 6.64841 1.51299 -1.37869
H 6.33843 1.14924 0.32931
H 5.95654 2.75729 -0.31511
H 4.68282 1.71222 -3.00585
H 4.01015 3.00396 -1.98393
H 3.02485 1.58186 -2.36127
N 0.29878 2.53348 -0.55252
C 0.63095 3.72190 -0.32183
C 0.12995 4.85780 -1.17819
C 0.90472 5.99110 -1.41960
C 0.42376 7.01538 -2.22444
C -0.84934 6.93083 -2.77238
C -1.63552 5.81395 -2.51373
C -1.14438 4.78160 -1.72965
C 1.49405 4.17531 0.83330
C 2.86149 3.93400 0.85481
C 3.62980 4.31281 1.94607
C 3.03370 4.95218 3.02465
C 1.66647 5.19722 3.01132
C 0.90225 4.81340 1.91916
H 1.89070 6.07408 -0.97659
H 1.04225 7.88313 -2.42438
H -1.22836 7.73170 -3.39639
H -2.63348 5.75004 -2.93172
H -1.73638 3.89854 -1.51787
H 3.31970 3.43722 0.00766
H 4.69318 4.10171 1.96476
H 3.63146 5.25339 3.87689
H 1.19621 5.67607 3.86221
H -0.16997 4.98078 1.91264
```

Atomic partial charges in e from the Löwdin method, atoms 1 to 4: atom 1 (Sn): 0.78, atom 2 (S): 0.50, atom 3 (C): -0.69, atom 4 (C): -0.08

---

- The highest HOMO energy belongs to which entry?
  C54H66N5O6P2S2Sn

---

- Look up the energy of the fifth one.
  -227.40882 a.u.

---

- What is the energy in the fourth record?
  -4480.06306 a.u.